Below is C66H51N12PPd as an isolated structure at a distorted geometry, with properties calculated with ωB97M-V/def2-TZVPD.

Summary:
**Kohn-Sham gap (alpha / beta)**: 0.2570 / 0.1370 Ha
**Net charge**: +4
**F_max**: 2.2 eV/A
**LUMO (alpha / beta)**: -0.3468 / -0.4667 Ha
**Total energy**: -99883.126 eV
**Spin multiplicity**: 5
**HOMO (alpha / beta)**: -16.428 / -16.428 eV

The geometry in XYZ format:
```
131
Properties=species:S:1:pos:R:3:forces:R:3
Pd 0.434 -0.545 -0.251 1.2 -0.5 1.7
C -0.717 -4.262 -4.082 0.1 0.2 0.1
C -0.263 -3.015 -3.669 -0.1 0.1 -0.1
N 0.275 -2.820 -2.468 0.2 0.3 0.1
C 0.418 -3.885 -1.680 -0.2 0.0 -0.2
C -0.110 -5.121 -2.073 0.1 0.2 0.2
N -0.677 -5.290 -3.253 -0.1 -0.4 -0.1
C 1.242 -3.766 -0.449 -0.1 0.1 0.3
C 2.071 -4.837 -0.144 -0.1 0.1 0.0
C 2.926 -4.786 0.952 0.1 -0.2 -0.1
C 2.898 -3.626 1.717 -0.2 0.2 0.1
C 2.071 -2.580 1.348 -0.1 -0.2 -0.2
N 1.237 -2.633 0.293 0.2 -0.2 -0.7
C 2.190 -1.283 2.029 0.0 0.1 0.2
C 2.569 -1.152 3.363 0.1 0.0 -0.2
N 2.841 0.032 3.890 0.1 0.0 0.3
C 2.767 1.095 3.109 -0.1 0.0 -0.2
C 2.299 0.994 1.800 0.2 0.2 0.0
N 1.997 -0.187 1.277 -0.3 0.0 0.1
C 3.890 -5.870 1.221 0.0 0.0 0.0
C 3.569 -7.199 0.961 0.0 -0.2 -0.1
C 4.548 -8.169 1.161 -0.3 0.5 0.0
N 5.756 -7.852 1.589 0.7 -0.7 0.2
C 6.080 -6.602 1.861 -0.6 0.3 -0.1
C 5.167 -5.565 1.689 0.2 0.0 0.1
H -1.116 -4.436 -5.075 0.0 0.1 0.0
H -0.307 -2.167 -4.346 0.0 0.0 0.1
H -0.089 -5.986 -1.419 0.0 0.0 0.0
H 2.096 -5.690 -0.808 0.0 0.0 0.0
H 3.539 -3.527 2.583 0.0 0.0 -0.1
H 2.662 -2.013 4.015 0.0 0.0 0.0
H 3.064 2.046 3.526 -0.1 0.1 0.0
H 2.188 1.866 1.172 -0.2 0.0 0.0
H 2.583 -7.494 0.625 0.0 0.0 0.0
H 4.354 -9.217 0.966 0.0 0.0 0.0
H 7.084 -6.413 2.220 0.0 0.0 0.0
H 5.474 -4.546 1.891 0.0 0.0 0.0
C 0.404 2.995 -3.863 -0.1 0.3 -0.1
N 1.127 1.991 -3.088 0.3 -0.3 -0.1
C 0.620 0.850 -2.506 0.4 -0.1 -0.5
N 1.584 0.178 -1.905 -1.1 0.2 -0.1
C 2.748 0.901 -2.036 0.6 -0.4 0.1
C 2.451 2.080 -2.767 -0.3 0.4 0.1
C 3.230 3.288 -3.002 0.1 0.1 0.0
C 3.436 3.830 -4.275 0.0 -0.1 0.0
C 4.143 5.011 -4.411 0.1 0.0 0.0
C 4.628 5.671 -3.287 0.0 -0.1 0.0
C 4.412 5.147 -2.017 0.0 0.0 0.0
C 3.730 3.955 -1.870 -0.2 -0.1 -0.1
C 4.005 0.345 -1.644 -0.4 0.2 -0.2
C 4.039 -1.015 -1.239 0.1 -0.3 0.1
C 5.230 -1.618 -0.927 -0.2 -0.1 0.0
C 6.426 -0.890 -1.001 0.0 0.1 0.0
C 6.410 0.449 -1.400 0.0 0.2 -0.1
C 5.224 1.061 -1.728 0.3 0.1 0.0
P -1.243 0.699 -2.563 -0.2 0.2 0.2
C -1.395 1.771 -1.105 0.4 0.1 -0.2
N -0.576 1.663 -0.051 -0.4 0.0 -0.3
C -1.043 2.568 0.870 -0.1 0.3 -0.3
C -2.160 3.228 0.346 0.3 -0.4 0.3
N -2.355 2.701 -0.902 0.0 -0.1 0.0
C -3.399 3.054 -1.854 -0.2 0.1 -0.1
C -3.034 4.206 0.989 -0.3 0.3 0.1
C -3.574 5.297 0.297 0.3 -0.1 0.0
C -4.446 6.166 0.928 -0.1 0.1 0.1
C -4.793 5.969 2.258 0.1 -0.1 0.0
C -4.246 4.902 2.962 -0.1 0.1 0.0
C -3.375 4.031 2.337 0.0 -0.2 -0.2
C -0.334 3.016 2.089 0.2 -0.1 0.0
C -0.551 2.469 3.349 0.0 -0.1 -0.1
C 0.048 3.033 4.467 0.0 -0.1 0.1
C 0.891 4.127 4.333 0.0 0.0 -0.1
C 1.138 4.658 3.073 0.0 0.1 0.0
C 0.515 4.117 1.958 0.0 -0.1 0.1
C -2.009 -0.687 -1.556 -0.2 -0.2 0.2
N -1.684 -1.056 -0.320 -0.3 0.3 -0.7
C -2.806 -1.505 0.299 0.4 -0.3 0.3
C -3.886 -1.415 -0.628 -0.4 0.2 0.0
N -3.338 -0.941 -1.793 0.4 -0.3 0.0
C -4.034 -0.804 -3.070 -0.2 0.1 -0.3
C -5.305 -1.542 -0.393 0.1 0.0 0.0
C -6.185 -2.140 -1.311 -0.1 -0.1 -0.1
C -7.542 -2.141 -1.070 0.1 -0.1 -0.1
C -8.053 -1.532 0.078 0.1 0.0 0.1
C -7.192 -0.946 1.002 -0.1 0.0 0.0
C -5.832 -0.954 0.782 0.0 0.0 0.0
C -2.793 -1.983 1.657 -0.1 0.1 -0.2
C -1.758 -1.578 2.526 0.0 0.0 0.1
C -1.782 -1.946 3.851 0.1 0.0 -0.1
C -2.826 -2.736 4.342 0.0 0.0 0.0
C -3.822 -3.191 3.485 0.0 -0.1 0.0
C -3.805 -2.830 2.154 -0.1 0.0 0.0
H -0.631 2.692 -3.996 0.0 0.0 0.0
H 0.848 3.113 -4.846 0.0 -0.1 0.0
H 0.444 3.959 -3.355 0.0 -0.1 0.1
H 3.091 3.308 -5.159 0.0 0.0 0.0
H 4.326 5.413 -5.398 0.0 0.0 0.0
H 5.186 6.591 -3.403 0.0 0.0 0.0
H 4.782 5.667 -1.143 0.0 0.0 0.0
H 3.541 3.542 -0.886 0.1 0.0 0.0
H 3.119 -1.582 -1.217 0.0 0.0 0.0
H 5.251 -2.664 -0.650 0.0 0.0 0.0
H 7.369 -1.368 -0.768 0.0 0.0 0.0
H 7.338 1.000 -1.472 0.0 0.0 0.0
H 5.230 2.089 -2.057 0.0 -0.1 0.0
H -3.092 3.890 -2.481 0.0 0.0 0.0
H -4.299 3.340 -1.317 0.0 0.0 0.0
H -3.616 2.199 -2.492 0.0 0.0 0.0
H -3.264 5.511 -0.718 -0.1 0.0 0.0
H -4.850 7.010 0.385 0.0 0.0 0.0
H -5.476 6.647 2.749 0.0 0.0 0.0
H -4.509 4.746 4.000 0.0 0.0 0.0
H -2.976 3.187 2.881 0.0 0.0 0.0
H -1.221 1.623 3.459 0.0 0.0 0.0
H -0.157 2.624 5.448 0.0 0.0 0.0
H 1.347 4.572 5.208 0.0 0.0 0.0
H 1.790 5.514 2.963 0.0 0.0 0.0
H 0.664 4.565 0.982 0.0 0.0 0.0
H -4.994 -0.313 -2.920 0.0 0.0 0.0
H -4.203 -1.782 -3.517 0.1 0.0 0.1
H -3.431 -0.219 -3.758 0.0 0.0 0.1
H -5.804 -2.656 -2.182 0.0 0.0 0.0
H -8.211 -2.623 -1.770 0.0 0.0 0.0
H -9.122 -1.516 0.249 0.0 0.0 0.0
H -7.589 -0.476 1.892 0.0 0.0 0.0
H -5.169 -0.465 1.483 0.0 0.0 0.0
H -0.967 -0.939 2.156 0.0 0.1 0.0
H -0.999 -1.616 4.522 0.0 0.0 0.0
H -2.858 -2.996 5.392 0.0 0.0 0.0
H -4.603 -3.840 3.859 0.0 0.0 0.0
H -4.555 -3.227 1.484 0.0 0.0 0.0
```
Positions in Å, forces in eV/Å.